[1]
C6H16 | ωB97M-V/def2-TZVPD

Geometry (Å):
1 C -0.5288 -1.3175 -0.6716
2 C 0.2207 -0.1215 -1.3520
3 C -1.1237 -2.0114 -1.9484
4 C 0.5839 -2.1199 0.1258
5 H -1.2743 -0.9472 0.1255
6 H 0.9350 -0.4658 -2.1646
7 H 0.7522 0.4981 -0.6824
8 H -0.3004 -2.1825 -2.7182
9 H -1.5770 -2.9865 -1.7723
10 H -1.9243 -1.4421 -2.3584
11 H 0.6920 -1.4985 1.0732
12 H 0.1306 -3.0954 0.4530
13 H 1.6150 -2.1053 -0.2842
14 H -0.5844 0.4461 -1.9039
15 C -0.4242 2.7498 1.7856
16 C 1.1156 2.4915 1.8607
17 H -0.7709 2.4414 2.7934
18 H -0.7081 3.7833 1.5559
19 H -0.8950 2.0561 1.0097
20 H 1.7590 2.9656 1.0857
21 H 1.5013 1.5324 2.2229
22 H 1.5881 2.9753 2.7640

Forces on the atoms, in the same order (eV/Å):
C 1.8 0.3 -0.8
C -1.6 -0.4 -1.6
C 1.1 -1.3 0.9
C -1.6 1.0 1.5
H 0.8 -0.6 -1.6
H -0.8 0.1 1.1
H 0.5 0.9 0.8
H -1.1 0.4 1.0
H 0.1 -0.2 0.3
H -0.4 0.8 -0.5
H 0.0 -0.9 -0.8
H 1.1 0.6 -0.4
H -0.9 -0.6 -0.3
H 1.0 0.0 0.6
C 0.7 -1.9 -0.1
C 1.4 1.8 1.4
H -0.4 0.4 -0.7
H 0.3 -0.3 0.2
H 0.5 1.0 1.0
H -0.7 -0.9 0.0
H -0.8 -0.7 -1.3
H -1.0 0.6 -0.5

Summary:
- highest occupied orbital energy (eV) = -10.7815
- relative energy (zero: lowest compared OMol25 entry of this formula, charge and spin) (eV) = 1.394
- largest force on an atom (Eh/bohr) = 0.05249
- lowest unoccupied orbital energy (eV) = 1.072
- HOMO-LUMO gap (eV) = 11.854
- net charge = 0
- structure (SMILES) = CC(C)C.CC


[2]
C6H16 | ωB97M-V/def2-TZVPD

Geometry (Å):
1 C -1.9618 2.2354 0.3678
2 C -2.6092 1.1832 -0.5238
3 H -2.7188 2.6247 1.0595
4 H -1.2632 1.7892 1.0708
5 H -1.5142 3.0413 -0.2015
6 H -1.8802 0.4926 -0.9390
7 H -3.4358 0.6916 -0.0135
8 H -3.1194 1.6966 -1.3440
9 C 1.1204 -1.3327 0.0454
10 C 0.5281 -0.4618 1.1646
11 C 0.9280 -0.7319 -1.3361
12 C 2.6131 -1.5398 0.3310
13 H 0.6750 -2.3297 0.0587
14 H 0.8341 0.5761 1.0308
15 H -0.1222 -0.6893 -1.6348
16 H 1.3151 0.2860 -1.3800
17 H 1.4697 -1.2784 -2.1144
18 H 2.7640 -1.9735 1.3176
19 H 3.0946 -2.1887 -0.4062
20 H 3.1491 -0.5903 0.3316
21 H 0.7028 -1.0547 2.0571
22 H -0.5691 -0.4459 1.0585

Forces on the atoms, in the same order (eV/Å):
C -0.7 -0.4 0.9
C -0.5 0.8 -0.3
H 0.0 0.4 -0.4
H 0.5 0.0 -0.3
H 0.2 0.1 0.1
H -0.2 -0.2 0.0
H 0.3 -0.5 0.2
H 0.2 -0.1 -0.2
C 0.7 0.2 -0.1
C -1.3 -1.2 -1.4
C -0.1 0.1 -0.4
C 0.0 0.0 -0.1
H -0.3 0.0 0.1
H 0.5 -0.1 0.8
H 0.0 0.0 0.1
H 0.0 0.2 0.1
H -0.1 -0.1 0.1
H 0.0 -0.1 0.1
H -0.1 0.0 0.0
H 0.0 0.1 -0.1
H 0.4 1.0 0.7
H 0.2 0.0 0.0

Summary:
- highest occupied orbital energy (eV) = -11.2239
- relative energy (zero: lowest compared OMol25 entry of this formula, charge and spin) (eV) = 0.363
- largest force on an atom (Eh/bohr) = 0.04421
- lowest unoccupied orbital energy (eV) = 1.135
- HOMO-LUMO gap (eV) = 12.359
- net charge = 0
- structure (SMILES) = CC(C)C.CC


[3]
C6H16 | ωB97M-V/def2-TZVPD

Geometry (Å):
1 C 0.7206 -1.3648 -1.2963
2 C 0.6888 -2.0376 0.0725
3 C -0.4666 -1.3546 -2.1849
4 H 1.6612 -1.8646 -1.7579
5 H 1.0166 -0.3478 -0.9819
6 H 1.6439 -2.4998 0.2603
7 H 0.4049 -1.3399 0.9136
8 H -0.2250 -0.6629 -3.0124
9 H -0.1209 -2.8112 0.2840
10 H -1.4186 -1.1973 -1.9305
11 H -0.6423 -2.4666 -2.6188
12 C 0.0084 1.1882 1.4021
13 C 0.6187 2.2700 0.4654
14 C -1.5701 1.2063 1.5336
15 H 0.4443 0.3067 0.9823
16 H 0.4709 1.4297 2.3867
17 H 0.9745 3.2406 1.0530
18 H -1.8243 2.3363 1.5898
19 H -2.1627 0.7734 0.7692
20 H -0.0159 2.8948 -0.1806
21 H 1.4730 2.0410 -0.2335
22 H -1.6782 0.7236 2.5217

Forces on the atoms, in the same order (eV/Å):
C 2.2 -0.3 1.6
C -2.5 -0.8 1.8
C 2.9 -3.4 -3.8
H -1.8 1.2 -0.1
H 0.0 -0.1 -0.9
H 0.2 -0.1 0.4
H 0.8 -0.7 -1.0
H -0.3 -0.6 0.0
H 1.0 0.4 -1.0
H -3.4 1.4 2.2
H 0.8 2.3 0.5
C 0.1 1.9 -1.0
C 1.0 3.7 0.1
C 2.4 2.3 1.7
H -0.3 -0.7 0.5
H -0.6 -0.7 -0.5
H -0.2 -2.2 -0.6
H 0.0 -1.9 0.2
H -0.2 -0.6 -0.8
H -0.8 -1.0 -0.1
H -0.7 -0.4 1.1
H -0.9 0.3 -0.5

Summary:
- highest occupied orbital energy (eV) = -10.6717
- relative energy (zero: lowest compared OMol25 entry of this formula, charge and spin) (eV) = 2.301
- largest force on an atom (Eh/bohr) = 0.11354
- lowest unoccupied orbital energy (eV) = 1.081
- HOMO-LUMO gap (eV) = 11.753
- net charge = 0
- structure (SMILES) = CCC.CCC


[4]
C6H16 | ωB97M-V/def2-TZVPD

Geometry (Å):
1 C 0.3112 1.4156 -0.7152
2 C -1.0207 1.0049 -1.2156
3 C 1.0457 2.8227 -0.8222
4 H 0.3854 1.1383 0.4638
5 H 1.0091 0.7234 -1.2626
6 H -1.1038 -0.0128 -0.8845
7 H 1.5584 3.1731 0.1207
8 H 1.8868 2.5097 -1.5634
9 H -1.1798 1.1626 -2.2600
10 H -1.7582 1.5712 -0.7039
11 H 0.4587 3.5480 -1.1578
12 C -0.5430 -2.3344 0.9443
13 C -0.8512 -1.1751 1.9199
14 C 0.6598 -1.9644 -0.1332
15 H -0.1659 -3.2407 1.3921
16 H -1.3039 -2.5568 0.2822
17 H -1.2052 -0.4140 1.2658
18 H 0.3166 -1.1909 -0.8612
19 H 1.1894 -1.3186 0.5410
20 H 0.1866 -0.6685 2.2717
21 H -1.3004 -1.3841 2.8880
22 H 1.4246 -2.8095 -0.5098

Forces on the atoms, in the same order (eV/Å):
C 3.3 -0.6 2.8
C -0.3 1.1 0.7
C 3.5 -4.6 0.5
H -0.2 0.3 -2.8
H -0.3 0.4 1.0
H -0.6 -0.5 -0.5
H -0.7 -0.7 -0.9
H -1.3 1.6 1.1
H 0.1 -0.3 -0.8
H -1.1 0.5 0.5
H -2.4 3.2 -1.7
C 3.2 0.2 -0.7
C 4.2 0.3 -0.1
C 0.1 0.0 1.3
H -0.3 -0.3 0.5
H -2.3 -0.6 -0.7
H -1.3 0.9 0.3
H 0.3 -1.5 -0.1
H 1.3 0.2 0.1
H -1.9 -1.3 -0.8
H -0.8 -0.1 -0.6
H -2.3 1.8 0.7

Summary:
- highest occupied orbital energy (eV) = -10.6204
- relative energy (zero: lowest compared OMol25 entry of this formula, charge and spin) (eV) = 2.771
- largest force on an atom (Eh/bohr) = 0.11182
- lowest unoccupied orbital energy (eV) = 1.064
- HOMO-LUMO gap (eV) = 11.685
- net charge = 0
- structure (SMILES) = CCC.CCC


[5]
C6H16 | ωB97M-V/def2-TZVPD

Geometry (Å):
1 C -1.8806 0.3772 0.3309
2 C -2.0461 -0.8650 -0.5802
3 C -1.7659 1.4346 -0.6720
4 H -2.7814 0.6193 0.9156
5 H -0.8816 0.2543 1.1588
6 H -1.1491 -1.3146 -0.9798
7 H -2.7955 1.7559 -0.9731
8 H -1.3167 2.4612 -0.2885
9 H -1.1309 1.2536 -1.5506
10 H -2.4045 -1.7580 -0.0493
11 H -2.8595 -0.5818 -1.2746
12 C 2.3559 -0.8099 0.2935
13 C 1.5833 -0.0438 -0.8533
14 C 1.8172 -0.1790 1.5847
15 H 2.1396 -1.8625 0.1783
16 H 3.4506 -0.8240 0.1202
17 H 0.4865 -0.2519 -0.8227
18 H 2.6607 0.6316 1.7958
19 H 0.8969 0.3701 1.4744
20 H 1.9082 -0.4650 -1.8497
21 H 1.6063 1.0353 -0.9349
22 H 1.7878 -0.8080 2.4586

Forces on the atoms, in the same order (eV/Å):
C 2.6 -1.9 2.0
C -1.6 -1.1 1.9
C 1.0 5.3 -0.3
H 0.4 -0.6 0.1
H -3.2 0.4 -2.6
H 0.3 0.8 -0.8
H 0.8 -0.5 -0.2
H -0.8 -1.9 -0.3
H -0.4 -0.4 0.2
H -0.4 0.3 0.3
H 0.8 -0.5 -0.3
C -1.4 1.0 -1.3
C -0.1 -2.0 -1.5
C 3.8 1.8 0.5
H -0.6 -0.4 0.1
H -0.5 0.7 0.5
H 1.0 -0.1 0.3
H -1.9 -1.3 0.1
H -0.2 -0.1 -0.2
H -0.2 0.6 0.8
H 0.7 0.3 0.5
H -0.1 -0.4 0.2

Summary:
- highest occupied orbital energy (eV) = -10.7141
- relative energy (zero: lowest compared OMol25 entry of this formula, charge and spin) (eV) = 2.035
- largest force on an atom (Eh/bohr) = 0.10424
- lowest unoccupied orbital energy (eV) = 1.155
- HOMO-LUMO gap (eV) = 11.869
- net charge = 0
- structure (SMILES) = CCC.CCC


[6]
C6H16 | ωB97M-V/def2-TZVPD

Geometry (Å):
1 C 0.6215 1.3079 -0.8181
2 C -0.8878 1.1802 -1.1966
3 C 1.1318 2.7756 -0.8823
4 H 0.7555 1.0129 0.1560
5 H 1.3474 0.7140 -1.4753
6 H -1.1780 0.0487 -1.2375
7 H 1.5543 3.1108 0.0452
8 H 1.8892 2.9881 -1.6903
9 H -1.1653 1.6287 -2.2524
10 H -1.7286 1.4998 -0.4891
11 H 0.1766 3.4141 -1.0528
12 C -0.3719 -2.2722 1.0809
13 C -0.9346 -1.1904 1.9146
14 C 0.5987 -1.9026 0.0104
15 H 0.2745 -2.8766 1.8001
16 H -1.1536 -2.9586 0.5902
17 H -1.6296 -0.5432 1.3377
18 H -0.2602 -1.4960 -0.7788
19 H 1.5938 -1.3038 0.2803
20 H -0.3133 -0.5489 2.3905
21 H -1.4818 -1.8136 2.5761
22 H 1.1614 -2.7750 -0.3087

Forces on the atoms, in the same order (eV/Å):
C 0.4 1.1 -2.8
C -1.0 -0.4 -1.4
C -1.8 1.0 -1.5
H 0.2 -1.1 2.3
H -1.5 0.4 0.7
H 0.5 0.6 -0.3
H 0.2 0.0 0.5
H -1.0 -0.3 0.7
H 0.7 -1.1 2.0
H 1.7 0.2 -0.5
H 1.8 -0.6 0.1
C -1.8 0.4 -1.1
C -2.0 -1.7 -2.2
C 3.8 0.2 0.1
H 0.4 -0.3 -0.5
H 1.0 0.7 1.4
H -0.2 -0.5 0.2
H 1.5 -0.1 1.0
H -2.9 0.0 -0.5
H 2.4 1.6 1.4
H -1.4 0.2 1.4
H -0.8 -0.5 -1.1

Summary:
- highest occupied orbital energy (spin up / spin down) (eV) = -15.0742 / -14.9540
- relative energy (zero: lowest compared OMol25 entry of this formula, charge and spin) (eV) = 2.240
- largest force on an atom (Eh/bohr) = 0.07332
- lowest unoccupied orbital energy (spin up / spin down) (eV) = -3.153 / -10.473
- HOMO-LUMO gap (spin up / spin down) (eV) = 11.921 / 4.481
- net charge = +1
- spin multiplicity = 2


[7]
C6H16BN | ωB97M-V/def2-TZVPD

Geometry (Å):
1 B -0.2281 -0.1832 -0.3889
2 C -0.8759 2.2963 -0.2737
3 C 1.5387 1.5951 -0.6923
4 C -1.1485 -2.1569 0.9361
5 C 1.0335 -0.9489 1.5044
6 C 0.0206 1.2959 -0.9082
7 C -0.4407 -0.8059 0.9707
8 N -0.0741 -1.3188 -1.8750
9 H -1.0341 3.0565 -0.9366
10 H -0.5246 2.7489 0.7327
11 H -2.0012 1.9648 -0.0195
12 H 1.7948 1.4323 0.3858
13 H 2.1871 0.7824 -1.1011
14 H 1.8192 2.5494 -1.0823
15 H -1.1177 -2.8008 1.7572
16 H -0.5199 -2.6834 0.2165
17 H -2.2052 -1.9994 0.5362
18 H 1.2833 -0.2814 2.2674
19 H 1.2895 -1.8620 1.8945
20 H 1.5964 -0.7437 0.6179
21 H -0.2440 1.1237 -1.9191
22 H -0.8985 -0.1878 1.7506
23 H -0.5517 -0.7778 -2.6294
24 H -0.6989 -2.0953 -1.7439

Forces on the atoms, in the same order (eV/Å):
B 0.1 -1.5 -4.6
C -2.4 -0.5 3.8
C -0.1 -2.1 0.7
C -0.5 1.0 -2.8
C -1.3 1.1 -2.2
C 1.0 -2.2 1.9
C -0.2 -0.7 3.1
N -1.0 3.4 2.7
H -0.3 2.5 -1.6
H -0.2 -0.8 -1.7
H 2.4 0.1 -0.6
H -0.4 1.0 -0.6
H -0.6 0.7 -0.5
H 0.4 0.6 0.0
H -0.2 -0.4 1.9
H -0.6 -0.5 -0.4
H 1.3 -0.6 0.5
H 0.2 1.6 0.9
H 0.3 -2.6 0.5
H 1.5 -0.2 -0.1
H 0.1 0.7 -1.4
H -0.4 0.4 -0.6
H 0.8 -0.4 0.7
H -0.1 -0.6 0.2

Summary:
- highest occupied orbital energy (eV) = -9.2364
- relative energy (zero: lowest compared OMol25 entry of this formula, charge and spin) (eV) = 1.612
- largest force on an atom (Eh/bohr) = 0.09378
- lowest unoccupied orbital energy (eV) = 0.699
- HOMO-LUMO gap (eV) = 9.935
- net charge = 0
- structure (SMILES) = CC(C)B(N)C(C)C


[8]
C6H16BrCl3HfN2O18 | ωB97M-V/def2-TZVPD

Geometry (Å):
1 Hf -0.5153 0.4038 0.5695
2 Cl 2.4827 3.1841 1.3057
3 O 1.5771 2.0660 1.3352
4 O 3.7519 2.8562 1.9005
5 O 2.7502 3.4573 -0.0876
6 O 1.8722 4.3008 1.9290
7 Cl -0.9648 -2.4680 -1.8129
8 O -0.8502 -1.0833 -1.3936
9 O -0.8872 -2.5740 -3.2433
10 O 0.0616 -3.1900 -1.1382
11 O -2.2652 -2.9133 -1.3699
12 Cl -4.6003 0.4748 0.0632
13 O -5.1345 0.3218 1.3833
14 O -4.6192 1.8662 -0.3130
15 O -3.1708 0.1222 0.0865
16 O -5.3725 -0.3309 -0.8323
17 C -2.0125 2.3839 -2.9427
18 C -1.2385 3.0531 -1.8177
19 O -1.0193 2.2707 -0.6994
20 H -1.9693 3.0693 -3.7972
21 H -3.0684 2.2247 -2.7239
22 H -1.5085 1.4663 -3.2481
23 H -1.7029 4.0046 -1.5394
24 H -0.2584 3.2706 -2.2674
25 C 3.3567 -0.7634 2.2101
26 C 2.0877 -1.6000 2.0578
27 O 1.0460 -1.0283 1.3578
28 H 3.2334 0.1885 2.7249
29 H 3.7416 -0.4944 1.2217
30 H 4.1668 -1.3780 2.6117
31 H 1.7533 -2.0653 2.9957
32 H 2.3781 -2.5081 1.5062
33 Br -1.5005 1.4258 2.9326
34 C 3.5713 0.8502 -1.6876
35 N 2.1890 0.3631 -1.8801
36 O 1.9602 -0.4071 -2.7838
37 O 1.3861 0.6852 -1.0319
38 H 4.2034 0.1121 -2.1723
39 H 3.8328 0.9472 -0.6390
40 H 3.4893 1.8056 -2.2064
41 C -1.3935 -4.0160 2.0782
42 N -2.1823 -2.8017 1.7776
43 O -1.5366 -1.8072 1.5371
44 O -3.3891 -2.8605 1.7292
45 H -0.4705 -3.7953 2.6027
46 H -1.2192 -4.4046 1.0737
47 H -2.0419 -4.6848 2.6378

Forces on the atoms, in the same order (eV/Å):
Hf 0.3 1.1 -1.0
Cl 0.4 0.2 -2.0
O -0.6 -1.3 0.8
O -0.2 -0.4 0.8
O 0.0 0.4 -0.4
O -0.1 0.6 0.6
Cl -2.0 -1.1 0.4
O 0.5 2.4 0.7
O 0.5 0.4 0.5
O 0.7 -0.7 -0.1
O 0.4 -0.3 -0.1
Cl 0.8 1.6 1.0
O 0.0 -0.2 0.4
O -0.6 -0.1 -0.4
O 0.4 -1.0 -0.3
O 0.6 -0.2 -0.5
C -0.2 0.4 -0.2
C 0.8 -0.6 -0.3
O 0.6 -3.6 2.8
H 0.0 0.0 -0.1
H 0.1 -0.3 0.2
H -0.2 -0.2 0.1
H -0.1 0.0 0.1
H 0.1 0.4 0.1
C 0.0 0.1 -0.6
C 0.1 -0.8 -0.7
O -2.5 2.9 -1.2
H -0.1 -0.2 0.3
H -0.3 0.0 -0.2
H -0.1 0.1 0.5
H -0.1 0.6 0.5
H 0.2 0.0 -0.3
Br 0.8 -0.8 -1.6
C -0.1 0.1 -0.7
N -0.2 -1.8 1.0
O 0.1 0.5 -0.3
O -0.5 0.5 0.4
H 0.1 0.3 -0.2
H -0.5 0.3 0.0
H 0.8 0.1 0.3
C -0.5 -0.5 -0.3
N -0.9 0.6 -0.1
O 0.7 0.7 -0.1
O 0.5 -0.4 0.2
H -0.1 0.3 -0.2
H 0.3 -0.2 0.1
H 0.1 0.0 0.0

Summary:
- highest occupied orbital energy (eV) = -3.7472
- largest force on an atom (Eh/bohr) = 0.08917
- lowest unoccupied orbital energy (eV) = 4.382
- HOMO-LUMO gap (eV) = 8.129
- net charge = -2